# 1
{
  "formula": "C4H7N3Si",
  "method": "ωB97M-V/def2-TZVPD",
  "s2": 2.010,
  "spin_multiplicity": 3,
  "e_homo_ev": [-8.233, -9.827],
  "orbital_gap_ev": [8.644, 8.071],
  "total_charge": 0,
  "elements": ["C", "C", "C", "C", "N", "N", "N", "Si", "H", "H", "H", "H", "H", "H", "H"],
  "positions_angstrom": [[1.7990, -0.7273, 2.4794], [1.0737, -1.7152, 1.8480], [2.0130, 0.3429, 1.6922], [0.5914, -0.4182, 0.2349], [0.3162, -1.5119, 0.8431], [1.3869, 0.5719, 0.5284], [-0.8144, -0.7124, -1.8400], [-1.4244, 0.8924, -2.0578], [2.4740, -0.9681, 3.3059], [0.9680, -2.6898, 2.4001], [2.5695, 1.1634, 2.1503], [-1.2179, -1.3349, -1.1660], [-2.0100, 1.6902, -0.8094], [-0.2839, 1.6278, -2.6000], [-2.3208, 0.7481, -3.0903]],
  "forces_ev_per_a": [[1.63, -1.88, -0.43], [0.05, -2.81, 4.87], [0.16, 3.11, 0.84], [0.21, 2.17, -0.32], [-1.15, -0.69, -2.48], [0.05, -0.72, -0.02], [-0.39, -0.17, -1.18], [1.26, 0.99, 2.53], [-0.66, 0.30, -0.02], [0.10, 0.74, -0.79], [0.28, 0.03, -0.67], [-0.31, -0.38, 0.49], [0.46, -0.91, -1.21], [0.19, 0.36, 0.05], [-1.87, -0.13, -1.64]]
}

# 2
{
  "formula": "C4H7N4",
  "method": "ωB97M-V/def2-TZVPD",
  "e_homo_ev": -14.228,
  "orbital_gap_ev": 11.053,
  "total_charge": 1,
  "elements": ["C", "C", "C", "C", "N", "N", "N", "N", "H", "H", "H", "H", "H", "H", "H"],
  "positions_angstrom": [[1.1626, 1.3357, 0.8434], [0.1790, 0.7359, 1.6370], [-0.2191, -1.8400, -0.9910], [-0.5552, 0.9179, -0.4006], [0.6515, 1.4051, -0.3978], [-0.8328, 0.4124, 0.7664], [0.9197, -1.3697, -0.8971], [-1.3733, -1.9575, -1.2227], [2.0390, 1.9443, 1.1523], [0.1812, 0.1922, 2.6256], [-1.1372, 0.6318, -1.2968], [1.1862, 1.6300, -1.1312], [1.6617, -1.9954, -1.0997], [-2.0708, -2.1682, -0.5332], [-1.7924, 0.1256, 0.9453]],
  "forces_ev_per_a": [[-0.22, 0.37, 3.13], [1.35, -1.28, 0.73], [3.03, 1.25, 0.08], [-1.25, -1.43, -3.34], [-1.64, 0.01, 2.89], [-0.87, 0.96, 0.74], [-1.08, -0.51, 0.08], [-2.64, -0.37, -0.37], [-0.55, -1.14, -0.35], [0.21, 1.50, -1.07], [0.40, 0.78, 0.64], [1.98, 1.26, -3.64], [0.97, -0.63, -0.06], [-0.21, -0.51, 0.05], [0.52, -0.25, 0.48]]
}

# 3
{
  "formula": "C4H7N4O4",
  "method": "ωB97M-V/def2-TZVPD",
  "smiles": "C/N=C/[C@H](C(=[NH2+])[N+](=O)[O-])[N+](=O)[O-]",
  "e_homo_ev": [-13.989, -13.989],
  "orbital_gap_ev": [7.033, 7.034],
  "total_charge": 1,
  "elements": ["C", "C", "C", "C", "N", "N", "N", "N", "O", "O", "O", "O", "H", "H", "H", "H", "H", "H", "H"],
  "positions_angstrom": [[0.0714, 0.2043, 0.9750], [-0.4468, -0.6544, -1.3073], [0.1889, 2.2067, 2.3580], [0.6209, -0.3522, -0.3823], [0.3942, 1.3510, 1.2719], [-1.2894, -1.6349, -1.2267], [-0.6765, 0.2879, -2.4647], [1.3685, -1.6345, 0.0350], [0.0588, 1.2243, -2.5382], [2.5464, -1.5830, -0.0229], [-1.5907, -0.0308, -3.1710], [0.6490, -2.5316, 0.3745], [-0.5326, -0.5286, 1.5131], [1.1717, 2.4920, 2.7413], [-0.4149, 1.7709, 3.1603], [-0.2735, 3.1208, 1.9798], [1.3295, 0.3788, -0.7944], [-1.1773, -2.3807, -0.5347], [-1.9976, -1.7060, -1.9666]],
  "forces_ev_per_a": [[-0.35, 0.17, 0.10], [-1.05, -1.43, 0.38], [-0.45, 0.24, 1.21], [0.98, 0.20, 0.46], [0.81, -0.13, -1.74], [0.67, 0.98, -0.59], [-0.15, -0.27, 0.33], [-0.52, 1.55, -1.15], [0.25, 0.28, -0.01], [0.97, -0.25, 0.24], [-0.45, 0.02, -0.54], [-0.48, -1.34, 0.63], [-0.15, -0.06, 0.25], [-0.10, 0.00, 0.01], [0.01, 0.11, 0.03], [0.02, -0.05, 0.08], [-0.25, -0.39, 0.15], [0.15, 0.26, 0.06], [0.11, 0.07, 0.13]]
}

# 4
{
  "formula": "C4H7N5O",
  "method": "ωB97M-V/def2-TZVPD",
  "smiles": "N#C[C@H](N)c1cn[nH]n1.O",
  "e_homo_ev": -10.507,
  "orbital_gap_ev": 10.971,
  "total_charge": 0,
  "elements": ["N", "C", "C", "N", "C", "N", "N", "N", "C", "H", "H", "H", "H", "H", "O", "H", "H"],
  "positions_angstrom": [[-0.0111, -2.5484, 0.6948], [-0.3272, -1.1449, 0.9101], [0.5105, -0.2122, 0.1026], [1.1160, 0.6483, -0.3893], [-1.7952, -0.9032, 0.6842], [-2.6404, -0.8302, 1.7102], [-3.8150, -0.6891, 1.1453], [-3.8288, -0.7230, -0.1685], [-2.5471, -0.8386, -0.5027], [-0.0044, -2.7914, -0.2918], [0.8909, -2.7970, 1.0884], [-0.1232, -0.9095, 1.9642], [-4.6525, -0.5064, 1.6877], [-2.2233, -0.8606, -1.5392], [1.9828, -0.6480, -3.0171], [1.8914, 0.2378, -2.5833], [1.1686, -1.1520, -2.8217]],
  "forces_ev_per_a": [[0.17, -0.24, -0.02], [0.09, -0.19, 0.05], [0.38, 1.66, -0.08], [-0.76, -1.42, 0.43], [-0.28, -0.12, -0.03], [0.50, 0.41, 0.15], [-0.07, -0.26, -0.05], [-0.01, 0.41, -0.39], [0.01, -0.07, 0.13], [-0.04, 0.05, 0.18], [-0.09, 0.10, -0.11], [-0.05, -0.03, -0.27], [0.29, -0.24, -0.21], [-0.18, -0.02, 0.31], [-0.47, 0.55, 0.34], [-0.12, -1.31, -0.36], [0.65, 0.71, -0.05]]
}

# 5
{
  "formula": "C4H7N5OS",
  "method": "ωB97M-V/def2-TZVPD",
  "smiles": "NNC(=O)Cc1nnc(N)s1",
  "e_homo_ev": -8.931,
  "orbital_gap_ev": 9.401,
  "total_charge": 0,
  "elements": ["C", "C", "C", "C", "H", "H", "H", "H", "H", "H", "H", "N", "N", "N", "N", "N", "O", "S"],
  "positions_angstrom": [[2.0834, -0.8195, 0.3162], [0.9208, -1.2223, -0.5841], [-0.3727, -0.5557, -0.2143], [-2.5978, 0.0998, 0.2529], [1.4341, 1.9837, -0.2651], [2.8545, 1.8731, -1.1646], [3.2628, 0.7198, 0.8548], [1.1417, -0.9624, -1.6066], [0.8210, -2.3136, -0.4906], [-4.5352, -0.5847, 0.4623], [-4.1873, 0.9907, 1.0381], [2.0882, 1.3602, -0.7503], [2.6053, 0.4263, 0.1426], [-0.4360, 0.6298, 0.3273], [-1.7366, 1.0086, 0.5639], [-3.9408, 0.2312, 0.3838], [2.5144, -1.5593, 1.1951], [-1.9199, -1.3056, -0.4611]],
  "forces_ev_per_a": [[0.08, -0.09, 0.84], [-0.09, -0.42, 0.28], [0.58, 0.80, 0.53], [0.36, -0.23, -0.29], [0.30, -0.29, -0.29], [-0.07, 0.02, -0.03], [-0.12, -0.09, -0.01], [0.18, 0.05, -0.48], [0.08, 0.38, -0.07], [0.42, 0.16, -0.02], [0.09, -0.70, -0.67], [-0.31, 0.26, 0.04], [0.21, -0.32, 0.15], [-0.77, -1.14, -0.55], [0.04, 0.37, 0.50], [-1.16, 1.16, 0.90], [-0.34, 0.43, -0.76], [0.51, -0.33, -0.08]]
}

# 6
{
  "formula": "C4H7NO",
  "method": "ωB97M-V/def2-TZVPD",
  "smiles": "O=CCN1CC1",
  "e_homo_ev": -9.527,
  "orbital_gap_ev": 10.652,
  "total_charge": 0,
  "elements": ["O", "C", "C", "N", "C", "C", "H", "H", "H", "H", "H", "H", "H"],
  "positions_angstrom": [[-2.7566, 0.6682, 0.6603], [-1.9425, -0.2169, 0.5457], [-0.5415, 0.2345, 0.8085], [0.5354, -0.5697, 0.2072], [0.8178, -0.4163, -1.2143], [1.7352, 0.1479, -0.1969], [-2.2373, -1.2301, 0.2227], [-0.3502, 0.2409, 1.8829], [-0.9373, 1.2835, 0.6449], [0.1747, 0.2714, -1.7537], [1.1039, -1.3144, -1.7664], [2.7004, -0.3206, 0.0013], [1.6980, 1.2215, -0.0423]],
  "forces_ev_per_a": [[-1.17, -0.61, -0.10], [-0.35, -0.11, 0.13], [-0.25, -0.13, 0.31], [-0.44, 0.40, 0.14], [-0.22, 0.16, -0.24], [0.09, 0.29, 0.09], [0.18, -0.03, 0.14], [-0.16, -0.29, 0.15], [2.55, 0.08, -0.73], [0.15, 0.04, -0.11], [-0.18, 0.20, 0.31], [-0.35, 0.02, 0.02], [0.16, -0.02, -0.11]]
}

# 7
{
  "formula": "C4H7NO",
  "method": "ωB97M-V/def2-TZVPD",
  "smiles": "O=CCN1CC1",
  "e_homo_ev": -8.728,
  "orbital_gap_ev": 9.705,
  "total_charge": 0,
  "elements": ["O", "C", "C", "N", "C", "C", "H", "H", "H", "H", "H", "H", "H"],
  "positions_angstrom": [[2.6395, -1.7515, -0.3968], [1.8519, -0.9106, -0.0475], [0.3543, -1.1283, 0.1758], [-0.2375, 0.1426, -0.0550], [-1.3168, 0.7878, -0.6808], [-0.7709, 1.2186, 0.6768], [2.1372, 0.1570, 0.1020], [0.1866, -1.5302, 1.1878], [-0.0115, -1.8690, -0.5422], [-2.3341, 0.3906, -0.6998], [-1.0365, 1.2917, -1.6091], [-0.1540, 2.1156, 0.7609], [-1.3646, 1.0115, 1.5777]],
  "forces_ev_per_a": [[-0.33, 0.30, 0.16], [0.25, -0.43, -0.01], [0.00, -0.13, 0.03], [0.40, 0.18, -0.18], [-0.22, 0.02, -0.18], [0.04, 0.20, 0.13], [0.10, -0.25, -0.02], [0.00, 0.07, -0.09], [0.06, 0.08, 0.09], [0.18, -0.25, 0.19], [-0.27, 0.30, 0.31], [-0.15, -0.09, -0.04], [-0.07, 0.00, -0.38]]
}

# 8
{
  "formula": "C4H7NO",
  "method": "ωB97M-V/def2-TZVPD",
  "smiles": "c1cc[nH]c1.O",
  "e_homo_ev": -8.427,
  "orbital_gap_ev": 9.432,
  "total_charge": 0,
  "elements": ["C", "C", "N", "C", "C", "H", "H", "H", "H", "H", "H", "H", "O"],
  "positions_angstrom": [[0.8422, -0.2717, -1.1774], [0.6634, 1.0797, -1.0502], [-0.6257, 1.3034, -0.6384], [-1.2954, 0.0945, -0.6048], [-0.4081, -0.9011, -0.9146], [1.7404, -0.7776, -1.5047], [1.3530, 1.8716, -1.2672], [-1.1641, 2.1338, -0.8176], [-2.3165, 0.0793, -0.2649], [-0.6865, -1.9249, -1.0660], [0.4692, -1.4646, 2.2846], [1.3455, -1.2979, 3.5813], [0.5402, -1.0219, 3.1414]],
  "forces_ev_per_a": [[0.01, -0.16, -0.35], [0.06, -0.29, -0.04], [-0.47, -0.53, -0.46], [0.34, 0.26, 0.32], [-0.35, 0.46, -0.05], [-0.03, 0.18, 0.12], [0.02, 0.22, 0.13], [0.37, 0.29, 0.31], [-0.09, -0.16, -0.20], [0.17, -0.32, 0.26], [0.31, 0.08, 0.30], [0.12, -0.22, -0.26], [-0.45, 0.18, -0.09]]
}

# 9
{
  "formula": "C4H7NO",
  "method": "ωB97M-V/def2-TZVPD",
  "smiles": "C=CC#N.[H][H].C=O",
  "e_homo_ev": -10.251,
  "orbital_gap_ev": 10.634,
  "total_charge": 0,
  "elements": ["C", "C", "C", "O", "C", "N", "H", "H", "H", "H", "H", "H", "H"],
  "positions_angstrom": [[1.4341, 0.1546, 0.8554], [1.4960, 1.2840, 0.1505], [-1.4724, -0.6896, -1.2519], [-0.7248, -1.5801, -0.9218], [0.3819, 1.7477, -0.6311], [-0.5200, 2.1138, -1.2605], [2.2886, -0.1768, 1.4368], [0.5495, -0.4744, 0.8602], [-1.0665, -1.8178, 2.0952], [2.3875, 1.9026, 0.1262], [-1.5490, -0.3473, -2.2989], [-2.1154, -0.1622, -0.5225], [-1.0896, -1.9545, 1.3625]],
  "forces_ev_per_a": [[0.00, 0.13, -0.10], [0.05, -0.17, 0.14], [0.20, -0.29, 0.04], [-0.34, 0.42, -0.22], [-0.78, 0.30, -0.53], [0.89, -0.35, 0.62], [-0.09, 0.08, -0.09], [0.16, 0.13, -0.01], [-0.05, -0.03, -0.02], [-0.12, -0.06, 0.01], [0.01, -0.07, 0.09], [0.06, -0.09, -0.04], [0.01, 0.00, 0.11]]
}

# 10
{
  "formula": "C4H7NO",
  "method": "ωB97M-V/def2-TZVPD",
  "smiles": "C1N[C@H]1[C@H]1CO1",
  "e_homo_ev": -8.681,
  "orbital_gap_ev": 9.752,
  "total_charge": 0,
  "elements": ["C", "N", "C", "C", "C", "O", "H", "H", "H", "H", "H", "H", "H"],
  "positions_angstrom": [[1.7946, 0.1947, -0.2270], [1.0071, -0.6718, -1.0943], [0.4195, 0.5774, -0.6146], [-0.5817, 0.6188, 0.4906], [-1.7210, -0.4932, 0.5627], [-0.5677, -0.4987, 1.3417], [1.9222, -0.1149, 0.8105], [2.6528, 0.6950, -0.6715], [0.6536, -1.4571, -0.5444], [0.2824, 1.3354, -1.3864], [-1.5566, 1.1221, 0.4213], [-2.6122, -0.3187, 1.1885], [-1.8455, -1.0906, -0.3217]],
  "forces_ev_per_a": [[0.33, 0.26, 0.27], [-0.22, -0.41, 0.02], [-0.27, 0.41, -0.03], [-1.54, -0.90, -1.26], [0.13, -1.21, 0.04], [-0.14, 0.12, 0.58], [0.02, 0.06, -0.22], [-0.17, -0.18, -0.01], [0.07, 0.20, -0.11], [0.02, -0.17, 0.19], [1.15, 2.40, 1.18], [0.26, 0.14, -0.66], [0.37, -0.72, 0.02]]
}

# 11
{
  "formula": "C4H7NO",
  "method": "ωB97M-V/def2-TZVPD",
  "smiles": "COCCC#N",
  "e_homo_ev": -10.371,
  "orbital_gap_ev": 11.180,
  "total_charge": 0,
  "elements": ["C", "O", "C", "C", "C", "N", "H", "H", "H", "H", "H", "H", "H"],
  "positions_angstrom": [[2.0651, 0.2934, 0.0993], [1.0567, -0.3926, -0.6070], [-0.2034, 0.2311, -0.5352], [-1.2154, -0.7673, 0.0505], [-2.4350, -0.0953, 0.5006], [-3.3751, 0.4674, 0.8725], [2.2821, 1.2702, -0.3551], [1.7828, 0.4528, 1.1514], [2.9652, -0.3234, 0.0552], [-0.1690, 1.1337, 0.0905], [-0.5210, 0.5413, -1.5390], [-0.7577, -1.2789, 0.9048], [-1.4754, -1.5324, -0.6885]],
  "forces_ev_per_a": [[0.23, 0.12, 0.11], [-0.08, -0.05, -0.07], [-0.20, 0.13, -0.01], [0.05, -0.07, 0.01], [-0.89, 0.51, 0.35], [0.93, -0.56, -0.41], [-0.03, -0.11, 0.05], [0.07, -0.06, -0.16], [-0.12, 0.10, 0.04], [0.01, -0.18, -0.05], [0.04, -0.04, 0.14], [-0.09, 0.12, -0.11], [0.06, 0.11, 0.12]]
}

# 12
{
  "formula": "C4H7NO",
  "method": "ωB97M-V/def2-TZVPD",
  "smiles": "ON=C1CCC1",
  "e_homo_ev": -9.569,
  "orbital_gap_ev": 10.478,
  "total_charge": 0,
  "elements": ["O", "N", "C", "C", "C", "C", "H", "H", "H", "H", "H", "H", "H"],
  "positions_angstrom": [[2.7128, -0.4317, -0.4106], [1.8710, 0.6619, -0.1473], [0.6453, 0.3538, -0.0726], [-0.1843, -0.9067, -0.2320], [-1.4316, -0.0602, 0.1487], [-0.5577, 1.2246, 0.2141], [2.4582, -1.1383, 0.2041], [-0.1761, -1.2773, -1.2632], [0.0512, -1.7428, 0.4359], [-2.2231, -0.0415, -0.6041], [-1.8698, -0.3409, 1.1095], [-0.7631, 1.9652, -0.5648], [-0.5328, 1.7337, 1.1821]],
  "forces_ev_per_a": [[0.11, -0.25, 0.12], [-0.58, 0.12, 0.09], [0.35, 0.11, -0.02], [0.06, -0.16, -0.02], [-0.19, -0.04, 0.02], [0.02, 0.17, 0.02], [-0.03, 0.04, -0.21], [0.02, 0.04, 0.16], [-0.02, 0.13, -0.08], [0.14, -0.02, 0.11], [0.07, 0.05, -0.15], [0.04, -0.12, 0.10], [0.01, -0.08, -0.15]]
}

The records above yield relative energy (zero: lowest compared OMol25 entry of this formula, charge and spin) values of 175.25; 99.75; 359.58; 115.41; 17.57; 309.61; 296.60; 98.69; 325.94; 501.07; 152.08; 311.38 kJ/mol, respectively.